No. 1
Molecular formula: C72H183N9O24
Method: DFT, ωB97M-V/def2-TZVPD

Results
Relative energy (zero: lowest compared OMol25 entry of this formula, charge and spin) = 0.628 eV
Highest occupied orbital energy = -8.0034 eV

Last column: Löwdin charge in e.
Element x y z (Å)
C 4.50230 0.20043 2.84399  -0.11
O 5.39062 -0.05159 1.79069  -0.19
C 5.26635 -1.25643 1.06128  -0.20
C 6.24315 -1.36209 -0.11252  -0.20
N 6.51719 -2.69392 -0.56016  -0.06
C 7.59265 -2.84355 -1.58130  -0.16
C 7.77280 -4.35543 -1.94517  -0.17
O 7.02830 -4.83384 -3.09545  -0.20
C 5.61819 -4.75502 -2.93407  -0.11
H 4.81844 -0.43809 3.66888  0.09
H 3.48324 -0.07014 2.56757  0.05
H 4.49535 1.24473 3.15622  0.09
H 4.24492 -1.31344 0.68507  0.11
H 5.41742 -2.07511 1.76488  0.11
H 7.14150 -0.79883 0.14009  0.11
H 5.81442 -0.81519 -0.95227  0.09
H 6.53002 -3.37140 0.18881  0.03
H 8.51225 -2.35958 -1.25235  0.10
H 7.32697 -2.25739 -2.46103  0.11
H 7.61090 -5.03949 -1.11213  0.11
H 8.82458 -4.49645 -2.19410  0.11
H 5.39349 -3.72040 -3.19323  0.08
H 5.30536 -5.16004 -1.97168  0.07
H 5.08071 -5.38446 -3.64332  0.09
C 2.27272 -2.71736 -3.02290  -0.08
O 2.72410 -3.75330 -2.16336  -0.20
C 2.00899 -3.91869 -0.93070  -0.17
C 2.66422 -4.99716 -0.02260  -0.16
N 3.84994 -4.45360 0.67918  -0.06
C 4.55472 -5.56986 1.38015  -0.16
C 5.79641 -5.12894 2.19381  -0.19
O 6.76775 -4.38295 1.47387  -0.27
C 7.97820 -4.02901 2.17591  -0.04
H 2.26387 -1.78908 -2.45165  0.08
H 1.27597 -2.92580 -3.41167  0.08
H 2.92283 -2.64063 -3.89443  0.09
H 1.00939 -4.27127 -1.18480  0.11
H 1.96669 -2.95012 -0.43251  0.11
H 3.00702 -5.84352 -0.61779  0.12
H 1.97790 -5.35176 0.74638  0.11
H 4.46085 -4.07598 -0.03096  0.08
H 4.86739 -6.28596 0.62020  0.11
H 3.95035 -6.13964 2.08599  0.12
H 6.19189 -5.90390 2.85041  0.12
H 5.39467 -4.41500 2.91284  0.10
H 7.68571 -3.23378 2.86161  0.09
H 8.70930 -3.61957 1.47881  0.10
H 8.25838 -4.91039 2.75277  0.09
C 1.47528 2.00474 3.56921  -0.11
O 0.30320 1.59358 4.24467  -0.21
C 0.62567 1.37617 5.65384  -0.19
C -0.55976 0.70752 6.36316  -0.20
N -0.25616 0.40407 7.76175  -0.07
C -1.37779 -0.18879 8.46179  -0.20
C -2.69770 0.59205 8.43201  -0.23
O -3.58339 0.12293 7.42239  -0.20
C -4.84091 0.78750 7.37705  -0.10
H 2.10031 1.11389 3.50733  0.05
H 1.97479 2.84220 4.05630  0.09
H 1.22815 2.38495 2.57802  0.08
H 0.65364 2.37010 6.10042  0.12
H 1.59973 0.96770 5.92303  0.12
H -0.89647 -0.22388 5.90793  0.10
H -1.40710 1.38383 6.25042  0.11
H 0.03802 1.24922 8.23002  0.11
H -1.00794 -0.17088 9.48697  0.11
H -1.48113 -1.23725 8.18222  0.12
H -2.53935 1.66627 8.52731  0.13
H -3.17194 0.34285 9.38127  0.11
H -5.43584 0.18463 6.69098  0.08
H -4.76470 1.82429 7.04940  0.09
H -5.36909 0.76375 8.33023  0.08
C 1.58992 -1.93264 -9.56737  -0.09
O 1.00933 -1.41773 -8.37082  -0.20
C 0.39693 -0.15508 -8.46590  -0.24
C 0.06358 0.41947 -7.09956  -0.19
N 1.23978 0.78921 -6.31162  -0.02
C 1.09533 0.68796 -4.88324  -0.22
C 2.40647 0.83945 -4.15678  -0.19
O 3.27084 -0.24865 -4.52966  -0.20
C 4.62797 -0.20050 -4.20908  -0.11
H 0.89941 -2.06202 -10.40078  0.08
H 2.08663 -2.88448 -9.37927  0.09
H 2.37748 -1.20870 -9.77658  0.08
H -0.49600 -0.29464 -9.07523  0.12
H 1.00323 0.52128 -9.06842  0.12
H -0.59336 -0.28403 -6.58807  0.09
H -0.56670 1.29444 -7.25850  0.11
H 2.01808 0.26403 -6.68383  0.11
H 0.65028 -0.23292 -4.50642  0.09
H 0.34716 1.39768 -4.53019  0.11
H 2.30910 0.78991 -3.07227  0.11
H 2.77929 1.84880 -4.33089  0.12
H 4.78381 -0.28250 -3.13340  0.06
H 5.14441 0.69285 -4.56023  0.09
H 5.22531 -1.02017 -4.60838  0.08
C -1.03206 -4.55839 1.14226  -0.13
O -0.79172 -5.75027 0.48725  -0.19
C -1.97450 -6.32247 -0.14478  -0.14
C -3.16351 -6.79302 0.76959  -0.18
N -4.14849 -5.79432 1.15545  -0.06
C -5.14609 -6.24655 2.10196  -0.20
C -6.04843 -5.10467 2.62758  -0.17
O -5.23237 -4.08762 3.24954  -0.24
C -6.00195 -3.03493 3.78566  -0.10
H -1.42014 -3.78768 0.47629  0.08
H -0.20017 -4.05458 1.63444  0.08
H -1.67017 -4.75523 2.00375  0.08
H -1.67113 -7.24520 -0.63939  0.12
H -2.25920 -5.63200 -0.93869  0.09
H -2.71117 -7.25288 1.64824  0.11
H -3.67806 -7.59538 0.24086  0.12
H -3.72325 -4.99233 1.59827  0.08
H -4.54806 -6.76935 2.84838  0.09
H -5.81744 -6.98203 1.65873  0.12
H -6.83229 -5.49547 3.27638  0.13
H -6.50735 -4.71495 1.71894  0.11
H -5.35370 -2.23170 4.13595  0.07
H -6.57399 -3.37059 4.65064  0.10
H -6.72958 -2.63676 3.07848  0.09
C 2.31299 8.26575 -5.99486  -0.12
O 2.54987 8.81491 -4.73654  -0.18
C 3.38020 8.02627 -3.95237  -0.23
C 2.58090 6.79478 -3.42818  -0.18
N 3.41608 6.10535 -2.43464  -0.07
C 4.49026 5.26991 -3.01018  -0.17
C 4.96886 4.03723 -2.14036  -0.17
O 3.90385 3.14181 -1.80513  -0.22
C 4.21545 2.05369 -0.96697  -0.09
H 1.99002 9.11235 -6.60070  0.08
H 1.48917 7.55614 -5.91828  0.07
H 3.18629 7.81684 -6.46808  0.10
H 3.77065 8.65247 -3.15018  0.11
H 4.24341 7.76796 -4.56576  0.11
H 2.22314 6.15719 -4.23662  0.11
H 1.71174 7.21569 -2.92272  0.12
H 2.90965 5.44599 -1.86115  0.05
H 5.34500 5.90819 -3.23404  0.11
H 4.12922 4.90056 -3.97004  0.11
H 5.43337 4.46694 -1.25285  0.12
H 5.77100 3.51324 -2.66008  0.11
H 4.54316 2.37170 0.02277  0.10
H 4.98651 1.47445 -1.47495  0.07
H 3.35804 1.38068 -0.96742  0.06
C -1.21810 9.51788 -7.53183  -0.11
O -1.57223 8.27363 -8.06154  -0.20
C -1.58418 7.21636 -7.11638  -0.19
C -1.97424 5.83017 -7.75990  -0.18
N -1.84705 4.69388 -6.84762  -0.09
C -2.85249 4.70317 -5.83068  -0.21
C -2.65593 3.41966 -4.99211  -0.20
O -3.62630 3.37122 -3.93197  -0.21
C -3.57454 2.13893 -3.15957  -0.07
H -0.16887 9.46844 -7.24069  0.07
H -1.89664 9.82740 -6.73692  0.09
H -1.29120 10.26454 -8.32256  0.09
H -2.33288 7.48777 -6.37215  0.11
H -0.58733 7.15322 -6.68001  0.10
H -1.28704 5.69869 -8.59570  0.12
H -2.99337 5.82411 -8.14647  0.11
H -1.95758 3.85851 -7.40443  0.10
H -3.85838 4.73944 -6.24896  0.12
H -2.75830 5.61361 -5.23880  0.12
H -1.64296 3.38629 -4.59104  0.10
H -2.83667 2.48198 -5.51764  0.11
H -2.59130 2.05618 -2.69645  0.08
H -3.76182 1.32619 -3.86134  0.07
H -4.39146 2.09900 -2.43906  0.08
C -3.81667 -9.11172 8.18991  -0.11
O -3.58994 -8.39435 6.96481  -0.19
C -4.08093 -7.06146 7.01118  -0.23
C -4.11515 -6.52075 5.59353  -0.22
N -4.01444 -5.06973 5.52480  -0.05
C -2.64262 -4.54598 5.67133  -0.15
C -2.53873 -3.03190 5.36454  -0.20
O -2.46170 -2.89505 3.98743  -0.21
C -2.34120 -1.62978 3.42480  -0.10
H -4.81996 -9.52478 8.29426  0.08
H -3.50601 -8.67968 9.14119  0.08
H -3.20574 -10.01114 8.11302  0.08
H -3.41543 -6.51520 7.67962  0.11
H -5.10131 -7.02911 7.39312  0.12
H -5.04217 -6.91606 5.17824  0.11
H -3.33442 -6.93415 4.95504  0.11
H -4.50412 -4.69623 4.72429  0.05
H -1.97614 -5.11431 5.02256  0.11
H -2.33673 -4.86618 6.66733  0.11
H -1.58334 -2.66722 5.74181  0.10
H -3.33505 -2.38508 5.73278  0.12
H -1.42086 -1.13220 3.73056  0.07
H -3.15701 -0.95466 3.68320  0.08
H -2.42482 -1.80316 2.35193  0.09
C 0.72375 3.68335 -2.31008  -0.06
O 1.05770 4.86279 -1.54834  -0.22
C 0.80636 4.71282 -0.12992  -0.20
C 0.91457 6.07318 0.57222  -0.18
N 2.29779 6.62834 0.53265  -0.04
C 2.37067 8.06881 0.86209  -0.21
C 3.28487 8.89252 -0.05655  -0.24
O 3.44443 10.15142 0.56731  -0.18
C 4.41773 10.93973 -0.14973  -0.08
H 1.32125 3.69073 -3.22169  0.08
H -0.31835 3.68403 -2.62964  0.07
H 0.92327 2.76364 -1.76015  0.08
H 1.50839 4.02953 0.34796  0.11
H -0.16388 4.24576 0.03916  0.10
H 0.63432 5.96927 1.62045  0.11
H 0.23626 6.70256 -0.00386  0.12
H 2.64926 6.60451 -0.41392  0.05
H 2.55766 8.20307 1.92751  0.11
H 1.39297 8.52251 0.69970  0.11
H 2.64785 8.88503 -0.94100  0.11
H 4.21550 8.39073 -0.32156  0.12
H 4.55771 11.98919 0.10941  0.08
H 4.23662 10.80773 -1.21644  0.08
H 5.35418 10.45472 0.12582  0.08
C 3.22614 -3.79369 4.73698  -0.05
C 2.20410 -3.22282 3.73487  -0.45
C 1.40978 -2.01033 4.29603  -0.03
O 2.80287 -2.75162 2.56136  -0.08
H 4.11037 -3.16665 4.85123  0.07
H 3.61563 -4.79817 4.57139  0.06
H 2.78930 -3.81162 5.73545  0.07
H 1.54509 -4.02456 3.40165  0.12
H 0.51808 -2.34964 4.82313  0.06
H 0.95669 -1.35314 3.55380  0.06
H 1.99603 -1.29646 4.87465  0.08
H 3.08987 -3.47619 2.00080  0.02
C -6.05043 0.88201 3.73081  -0.07
C -6.47393 1.19888 2.32580  -0.46
C -5.47860 0.58467 1.29551  -0.04
O -7.69753 0.54369 1.98354  -0.06
H -5.03054 1.10207 4.04623  0.07
H -6.12577 -0.18993 3.91346  0.06
H -6.62703 1.41796 4.48473  0.08
H -6.62460 2.26548 2.15912  0.13
H -4.45968 0.93908 1.45140  0.06
H -5.74220 0.80150 0.26033  0.08
H -5.47317 -0.50289 1.36821  0.06
H -8.34725 0.73067 2.66508  0.08
C -6.12752 -4.15997 -1.76388  -0.04
C -5.74807 -2.70535 -1.34950  -0.43
C -4.62466 -2.72289 -0.31502  -0.05
O -5.18248 -2.05126 -2.47191  -0.06
H -7.05982 -4.13314 -2.32796  0.07
H -6.40930 -4.66745 -0.84129  0.06
H -5.35535 -4.71276 -2.29893  0.08
H -6.66398 -2.26284 -0.95784  0.14
H -4.19565 -1.73312 -0.15883  0.07
H -3.86748 -3.44016 -0.63175  0.06
H -4.98507 -3.13697 0.62665  0.06
H -5.66015 -2.40207 -3.22715  0.10
C -2.24050 -3.48709 -3.14999  -0.03
C -1.77065 -2.00999 -3.06473  -0.44
C -1.80913 -1.28559 -4.41188  -0.05
O -2.55176 -1.34411 -2.07042  -0.08
H -3.24529 -3.49685 -3.57237  0.07
H -2.26866 -4.01162 -2.19491  0.05
H -1.70182 -4.05111 -3.91145  0.08
H -0.72311 -2.13695 -2.79154  0.11
H -1.11785 -1.74157 -5.12062  0.08
H -1.51448 -0.23827 -4.34542  0.06
H -2.82146 -1.23942 -4.81333  0.09
H -3.45166 -1.64450 -2.21720  0.03
C 1.32864 0.04212 0.37427  -0.03
C -0.18573 -0.30344 0.08960  -0.44
C -1.18373 0.49378 0.87987  -0.05
O -0.36997 0.05751 -1.26761  -0.06
H 1.63006 -0.35217 1.34472  0.05
H 1.58706 1.10036 0.41240  0.06
H 1.87723 -0.41574 -0.44885  0.05
H -0.29024 -1.35403 0.36061  0.12
H -1.10330 1.54544 0.60485  0.07
H -0.96755 0.46348 1.94779  0.06
H -2.20043 0.14330 0.70216  0.07
H -1.22495 -0.23704 -1.58989  0.03
C -3.27784 3.86709 0.37690  -0.05
C -3.36640 3.95053 1.89264  -0.46
C -2.07813 3.69982 2.64554  -0.05
O -3.74494 5.32952 2.12749  -0.06
H -4.29852 3.69235 0.03666  0.08
H -2.70777 3.02394 -0.01324  0.06
H -2.89858 4.79860 -0.04329  0.09
H -4.13975 3.25434 2.21723  0.11
H -1.23567 4.24880 2.22487  0.07
H -1.83330 2.64366 2.75819  0.06
H -2.18492 4.02293 3.68106  0.08
H -3.65653 5.55422 3.05663  0.08


No. 2
Molecular formula: C9H7O2
Method: DFT, ωB97M-V/def2-TZVPD

Results
Relative energy (zero: lowest compared OMol25 entry of this formula, charge and spin) = 3.447 eV
Highest occupied orbital energy (alpha / beta) = -12.8285 / -12.8269 eV
Charge = +1

Last column: Löwdin charge in e.
Element x y z (Å)
C -0.42386 -0.56045 -3.21339  0.02
C 0.83350 -0.18387 -2.75025  -0.05
C -1.49810 -0.69880 -2.32977  -0.02
C 1.14180 -0.02488 -1.42699  0.03
C -1.22284 -0.49135 -1.01773  0.00
C 0.03632 -0.04910 -0.54017  -0.17
C 0.62103 1.25401 4.06086  -0.26
C 0.21958 0.03429 3.28939  -0.01
C 0.27127 -0.04631 0.81690  0.19
O 0.89587 2.29822 3.59592  0.11
O 0.09544 -0.03103 2.00633  0.17
H -0.52975 -0.64384 -4.29761  0.13
H 1.58830 0.07954 -3.41439  0.10
H -2.56788 -0.85855 -2.41028  0.13
H 2.23093 0.21889 -1.24544  0.16
H -2.04848 -0.70721 -0.32181  0.14
H 0.67494 1.07238 5.20853  0.16
H -0.31808 -0.66193 3.98989  0.16